# 1
ORCA calculation (the ωB97M-V functional and the def2-TZVPD basis) on a single FHN2O2S molecule at a distorted geometry.

Structure (XYZ):
```
7
Properties=species:S:1:pos:R:3:forces:R:3:mulliken_charge:R:1
O 1.818 0.885 0.856 -1.08 -0.82 -1.07 -0.5233
N 0.692 0.405 0.796 2.30 0.58 0.28 1.0928
O -0.041 0.284 1.729 -1.12 -0.60 -0.37 -0.5262
N 0.126 0.176 -0.529 -2.99 -0.89 -0.66 -0.1750
F 1.060 0.071 -1.524 -0.05 -0.33 1.10 -0.1305
S -1.391 -1.318 -0.807 5.65 -0.84 -0.26 0.0849
H -2.263 -0.503 -0.520 -2.72 2.91 0.98 0.1773
```
Forces are in eV/Å.

Its charge is 0. Its SMILES is O=[N+]([O-])N(F)S.



# 2
ORCA calculation (the ωB97M-V functional and the def2-TZVPD basis) on 2 unconnected molecules or ions with the total composition FHNP at a distorted geometry.

Structure (XYZ):
```
4
Properties=species:S:1:pos:R:3:forces:R:3:mulliken_charge:R:1
N 0.264 -0.492 0.094 5.03 -3.72 -0.84 0.0003
F 1.971 -0.202 0.071 -3.74 0.16 0.52 -0.3567
P -0.587 0.755 0.118 -0.75 4.04 -0.02 0.2212
H -1.648 -0.061 -0.283 -0.54 -0.48 0.33 0.1352
```
Forces are in eV/Å.

Its charge is 0.



# 3
ORCA calculation (the ωB97M-V functional and the def2-TZVPD basis) on 2 unconnected molecules or ions with the total composition FHNP.

Structure (XYZ):
```
4
Properties=species:S:1:pos:R:3:forces:R:3:mulliken_charge:R:1
N 1.857 0.413 -0.019 -0.73 -0.06 0.01 -0.2429
P 3.284 0.089 0.023 0.58 -0.07 0.01 0.2265
F -1.272 0.552 0.012 0.59 -0.51 0.06 -0.4092
H -0.448 0.098 0.063 -0.44 0.64 -0.09 0.4255
```
Forces are in eV/Å.

Its charge is 0. Its SMILES is N#P.F.



# 4
ORCA calculation (the ωB97M-V functional and the def2-TZVPD basis) on a single FHO molecule at a distorted geometry.

Structure (XYZ):
```
3
Properties=species:S:1:pos:R:3:forces:R:3:mulliken_spin:R:1
O -0.170 -0.514 -0.004 -11.37 -7.18 0.05 1.3359
F 0.992 0.295 -0.008 11.48 7.66 -0.05 0.7010
H -0.822 0.219 0.012 -0.11 -0.48 0.00 -0.0370
```
Forces are in eV/Å.

As for the spin multiplicity: 3. Its expectation value of S² is 2.010. Its charge is 0.



Number 1: E -20636.31994 eV. Number 2: E -13508.11629 eV. Number 3: E -13511.53660 eV. Number 4: E -4773.69375 eV.